Record 1
Entry from the Open Molecules 2025 dataset: a cluster of 2 separate species, C3H9NO3 in total (the ωB97M-V functional and the def2-TZVPD basis).

ORCA input file:
```
! wB97M-V def2-TZVPD RIJCOSX def2/J DEFGRID3
* xyz 0 1
N 1.214 0.205 -2.460
C 0.506 -0.233 -1.286
C 1.063 0.384 0.027
C 0.426 -0.358 1.189
O 1.035 -1.159 1.827
O -0.901 -0.080 1.501
H 2.103 0.665 -2.309
H 1.504 -0.522 -3.102
H 0.510 -1.339 -1.188
H -0.552 -0.048 -1.413
H 2.142 0.238 0.032
H 0.694 1.413 0.140
H -1.029 0.822 1.832
O -2.777 0.883 -0.208
H -2.597 1.391 -0.999
H -2.124 0.182 -0.182
*
```

## Properties
frontier orbital gap: 0.3776 Ha
SMILES: NCCC(=O)O.O


Record 2
Entry from the Open Molecules 2025 dataset: a structure of composition C12H32CrFN2O10P2 (the ωB97M-V functional and the def2-TZVPD basis).

ORCA input file:
```
! wB97M-V def2-TZVPD RIJCOSX def2/J DEFGRID3
* xyz 1 5
Cr 12.109 -5.684 -9.749
F 12.760 -5.720 -11.595
C 8.116 -5.535 -10.690
C 9.359 -6.314 -11.027
O 10.261 -6.482 -10.177
N 9.455 -6.807 -12.254
C 10.513 -7.666 -12.745
H 8.254 -4.995 -9.760
H 7.325 -6.271 -10.529
H 7.892 -4.856 -11.511
H 8.625 -6.666 -12.810
H 11.234 -7.742 -11.934
H 11.093 -7.174 -13.524
H 10.149 -8.643 -13.042
C 13.783 -8.029 -14.288
C 13.956 -6.731 -15.029
O 13.925 -6.683 -16.245
N 14.049 -5.608 -14.284
C 14.319 -4.274 -14.795
H 14.775 -8.470 -14.167
H 13.093 -8.715 -14.766
H 13.447 -7.855 -13.259
H 13.787 -5.609 -13.307
H 13.361 -3.789 -15.033
H 14.769 -4.355 -15.781
H 14.832 -3.736 -14.005
C 14.358 -2.362 -10.480
O 15.428 -3.108 -9.922
P 15.219 -4.277 -8.891
O 13.925 -4.971 -9.068
O 15.461 -3.636 -7.489
C 14.358 -3.061 -6.766
O 16.466 -5.174 -9.104
C 16.503 -5.976 -10.297
H 13.464 -2.362 -9.855
H 14.029 -2.778 -11.438
H 14.688 -1.347 -10.687
H 13.414 -3.563 -6.979
H 14.299 -1.996 -6.979
H 14.551 -3.200 -5.706
H 15.512 -6.390 -10.483
H 17.252 -6.759 -10.273
H 16.751 -5.349 -11.157
C 7.880 -1.720 -10.047
O 9.022 -2.430 -9.507
P 10.388 -2.612 -10.221
O 11.238 -3.722 -9.784
O 10.033 -2.716 -11.748
C 11.056 -2.572 -12.750
O 11.205 -1.277 -10.011
C 10.758 -0.032 -10.566
H 7.942 -1.580 -11.124
H 7.828 -0.765 -9.536
H 7.013 -2.347 -9.859
H 11.654 -3.483 -12.818
H 11.734 -1.752 -12.508
H 10.567 -2.374 -13.698
H 10.233 0.557 -9.818
H 10.064 -0.210 -11.392
H 11.597 0.510 -10.992
*
```

## Properties
frontier orbital gap (alpha / beta): 0.3053 / 0.3085 Ha
expectation value of S²: 6.006


Record 3
Entry from the Open Molecules 2025 dataset: a cluster of 2 separate species, C5H15NO in total (the ωB97M-V functional and the def2-TZVPD basis).

ORCA input file:
```
! wB97M-V def2-TZVPD RIJCOSX def2/J DEFGRID3
* xyz 0 1
C -0.907 -1.177 0.313
C -1.191 0.154 0.975
N -0.619 1.095 -0.155
C -0.646 2.549 0.151
C 0.768 0.837 -0.535
C 0.898 -0.015 -1.910
H 0.118 -1.387 0.610
H -1.548 -2.040 0.705
H -0.996 -1.207 -0.769
H -2.247 0.531 0.827
H -0.715 0.311 1.999
H -1.590 2.673 0.679
H -0.655 3.057 -0.924
H 0.350 2.846 0.664
H 1.065 0.213 0.390
H 1.547 1.598 -0.421
H 1.992 -0.129 -2.257
H 0.595 -1.002 -1.896
H 0.455 0.509 -2.769
O 1.344 -3.031 1.745
H 1.595 -3.088 0.764
H 0.388 -3.294 1.813
*
```

## Properties
frontier orbital gap: 0.3391 Ha
SMILES: CCN(C)CC.O


For the records above, the corresponding relative energy (zero: lowest compared OMol25 entry of this formula, charge and spin) values read 33.94 0.00 73.39 kcal/mol.